1.
{"formula": "C51H59BBrN7O6S3W", "method": "wB97M-V/def2-TZVPD", "symbols": ["W", "C", "C", "C", "C", "N", "N", "B", "N", "N", "C", "C", "C", "C", "C", "S", "C", "C", "C", "C", "N", "N", "C", "C", "C", "C", "C", "S", "C", "C", "C", "C", "C", "S", "C", "C", "C", "C", "H", "H", "H", "H", "H", "H", "H", "H", "H", "H", "H", "H", "H", "H", "H", "H", "H", "H", "H", "H", "H", "H", "H", "H", "H", "H", "H", "H", "H", "H", "H", "H", "H", "H", "H", "H", "H", "H", "H", "O", "C", "C", "C", "C", "C", "C", "C", "O", "N", "O", "O", "H", "H", "H", "H", "Br", "C", "C", "C", "C", "C", "C", "C", "O", "O", "H", "H", "H", "H", "C", "C", "C", "C", "C", "C", "C", "C", "C", "C", "H", "H", "H", "H", "H", "H", "H", "H", "H", "H", "H", "H"], "positions_angstrom": [[-0.62, 1.51, -0.32], [-3.21, -2.86, -1.79], [-1.81, -2.61, -1.32], [-0.75, -3.32, -1.81], [0.56, -3.04, -1.38], [0.79, -2.10, -0.49], [-0.22, -1.40, -0.02], [0.05, -0.24, 0.99], [1.51, -0.36, 1.57], [1.91, -1.54, 2.06], [3.09, -1.64, 2.60], [3.97, -0.54, 2.64], [3.55, 0.69, 2.22], [4.39, 1.92, 2.31], [2.23, 0.76, 1.70], [1.52, 2.25, 1.31], [3.52, -2.94, 3.28], [2.40, -3.97, 3.25], [4.78, -3.49, 2.60], [3.85, -2.62, 4.75], [-0.89, -0.43, 2.25], [-1.06, -1.69, 2.64], [-1.88, -1.96, 3.62], [-2.49, -0.91, 4.35], [-2.35, 0.38, 3.95], [-3.05, 1.53, 4.60], [-1.56, 0.60, 2.79], [-1.58, 2.13, 2.00], [-2.23, -3.41, 3.91], [-3.75, -3.55, 3.76], [-1.56, -4.35, 2.91], [-1.79, -3.76, 5.34], [-1.50, -1.57, -0.41], [-2.63, -0.39, 0.11], [1.74, -3.81, -1.95], [3.03, -3.44, -1.22], [1.88, -3.48, -3.44], [1.48, -5.31, -1.77], [-3.51, -3.89, -1.55], [-3.27, -2.75, -2.87], [-3.92, -2.18, -1.32], [-0.92, -4.07, -2.58], [4.97, -0.65, 3.04], [5.38, 1.69, 2.69], [3.92, 2.65, 2.96], [4.49, 2.39, 1.32], [2.00, -4.11, 2.25], [1.59, -3.63, 3.90], [2.76, -4.93, 3.63], [4.61, -3.71, 1.54], [5.06, -4.42, 3.09], [5.62, -2.81, 2.68], [3.02, -2.12, 5.24], [4.74, -1.99, 4.84], [4.05, -3.56, 5.27], [-3.13, -1.14, 5.20], [-3.61, 1.21, 5.47], [-3.73, 2.00, 3.88], [-2.33, 2.30, 4.89], [-4.07, -3.23, 2.77], [-4.30, -2.97, 4.51], [-4.03, -4.60, 3.89], [-1.92, -4.15, 1.90], [-1.79, -5.38, 3.16], [-0.48, -4.22, 2.91], [-2.30, -3.15, 6.08], [-0.72, -3.63, 5.46], [-2.03, -4.80, 5.55], [3.26, -2.38, -1.33], [3.86, -4.02, -1.62], [2.92, -3.65, -0.16], [2.03, -2.41, -3.61], [1.00, -3.79, -4.01], [2.74, -4.01, -3.85], [1.30, -5.56, -0.72], [2.36, -5.87, -2.11], [0.63, -5.65, -2.36], [0.07, 3.24, -0.64], [1.07, 3.74, -1.23], [2.05, 2.95, -1.86], [3.13, 3.59, -2.51], [4.08, 2.82, -3.12], [4.00, 1.42, -3.13], [2.96, 0.78, -2.50], [1.97, 1.53, -1.85], [0.98, 0.92, -1.25], [5.22, 3.48, -3.77], [6.14, 2.77, -4.12], [5.16, 4.69, -3.91], [1.14, 4.83, -1.26], [3.21, 4.67, -2.51], [4.77, 0.87, -3.64], [2.87, -0.29, -2.51], [-3.96, 1.73, -1.90], [-3.61, 0.99, -3.68], [-4.73, 0.98, -4.49], [-4.63, 0.42, -5.76], [-3.42, -0.08, -6.21], [-2.30, -0.04, -5.39], [-2.38, 0.48, -4.10], [-1.13, 0.48, -3.28], [-0.05, 0.21, -3.74], [-1.36, 0.81, -2.02], [-5.67, 1.39, -4.14], [-5.50, 0.40, -6.39], [-3.34, -0.49, -7.21], [-1.34, -0.40, -5.72], [-3.83, 4.78, -1.98], [-2.44, 4.19, -1.67], [-1.70, 3.91, -3.00], [-2.56, 2.87, -0.84], [-1.75, 5.30, -0.84], [-1.32, 6.45, -1.49], [-0.74, 7.50, -0.79], [-0.60, 7.43, 0.59], [-1.06, 6.31, 1.25], [-1.63, 5.26, 0.55], [-4.40, 4.17, -2.68], [-3.72, 5.77, -2.43], [-4.41, 4.90, -1.07], [-2.39, 3.49, -3.73], [-0.88, 3.22, -2.88], [-1.29, 4.82, -3.43], [-3.26, 3.05, -0.02], [-1.44, 6.57, -2.56], [-0.41, 8.38, -1.33], [-0.16, 8.26, 1.13], [-0.99, 6.25, 2.33], [-2.00, 4.41, 1.11]], "gap_ha": 0.2296, "homo_ev": -12.93, "total_energy_ha": -6673.5203, "multiplicity": 1, "relative_energy_kcal_mol": 35.08, "total_charge": 2}


2.
{"formula": "C51H59BrN11O2S", "method": "wB97M-V/def2-TZVPD", "symbols": ["O", "C", "Br", "C", "N", "C", "C", "C", "C", "C", "C", "C", "S", "C", "N", "N", "C", "O", "H", "H", "H", "H", "H", "H", "H", "H", "H", "H", "H", "H", "H", "H", "H", "H", "H", "H", "H", "N", "C", "C", "C", "C", "C", "H", "H", "H", "H", "H", "N", "C", "C", "C", "C", "C", "H", "H", "H", "H", "H", "N", "C", "C", "C", "C", "C", "H", "H", "H", "H", "H", "N", "C", "C", "C", "C", "C", "H", "H", "H", "H", "H", "N", "C", "C", "C", "C", "C", "H", "H", "H", "H", "H", "N", "C", "C", "C", "C", "C", "H", "H", "H", "H", "H", "N", "C", "C", "C", "C", "C", "H", "H", "H", "H", "H", "N", "C", "C", "C", "C", "C", "H", "H", "H", "H", "H"], "positions_angstrom": [[-5.76, -2.64, -3.30], [-6.10, -2.57, -4.43], [-6.71, -4.17, -5.34], [-6.14, -1.25, -5.15], [-6.06, -1.34, -6.64], [-4.89, -2.10, -7.21], [-3.57, -1.86, -6.51], [-2.48, -2.55, -7.38], [-1.48, -1.55, -7.98], [-0.27, -1.33, -7.08], [0.35, 0.05, -7.31], [1.84, 0.09, -7.00], [2.03, -0.19, -5.21], [3.59, -0.89, -4.96], [4.50, -0.32, -4.31], [5.56, -1.22, -4.26], [5.19, -2.23, -4.91], [3.95, -2.12, -5.39], [-5.42, -0.55, -4.77], [-7.11, -0.82, -4.92], [-6.92, -1.77, -6.98], [-6.04, -0.40, -7.02], [-5.10, -3.15, -7.28], [-4.77, -1.75, -8.23], [-3.55, -2.32, -5.54], [-3.33, -0.81, -6.43], [-2.00, -3.32, -6.80], [-2.98, -3.02, -8.21], [-1.99, -0.61, -8.19], [-1.15, -1.96, -8.93], [-0.53, -1.47, -6.04], [0.48, -2.07, -7.33], [-0.15, 0.81, -6.73], [0.25, 0.30, -8.36], [2.24, 1.07, -7.22], [2.39, -0.63, -7.57], [5.79, -3.10, -5.07], [-1.59, -0.54, -2.46], [-2.42, -0.09, -1.52], [-2.20, 1.06, -0.78], [-1.05, 1.78, -1.01], [-0.16, 1.33, -1.97], [-0.48, 0.17, -2.66], [-3.31, -0.68, -1.36], [-2.92, 1.38, -0.03], [-0.84, 2.68, -0.45], [0.76, 1.86, -2.18], [0.21, -0.21, -3.41], [0.45, 0.79, 3.04], [-0.39, 0.42, 2.08], [-1.53, -0.34, 2.32], [-1.79, -0.74, 3.62], [-0.92, -0.36, 4.63], [0.18, 0.40, 4.28], [-0.14, 0.75, 1.08], [-2.19, -0.62, 1.50], [-2.67, -1.34, 3.84], [-1.09, -0.66, 5.65], [0.90, 0.72, 5.03], [3.26, -0.33, 5.32], [3.68, 0.78, 4.71], [4.78, 1.51, 5.13], [5.48, 1.08, 6.24], [5.05, -0.07, 6.89], [3.94, -0.73, 6.39], [3.11, 1.09, 3.84], [5.08, 2.40, 4.59], [6.34, 1.62, 6.61], [5.56, -0.45, 7.77], [3.57, -1.64, 6.86], [-4.14, 2.71, 5.48], [-5.23, 3.12, 6.11], [-6.42, 2.40, 6.13], [-6.48, 1.20, 5.45], [-5.34, 0.76, 4.78], [-4.20, 1.55, 4.83], [-5.15, 4.06, 6.63], [-7.28, 2.78, 6.66], [-7.38, 0.61, 5.44], [-5.34, -0.18, 4.24], [-3.29, 1.24, 4.33], [-8.24, 2.07, -4.18], [-9.04, 1.36, -3.38], [-10.42, 1.43, -3.42], [-11.02, 2.28, -4.34], [-10.20, 3.03, -5.17], [-8.83, 2.89, -5.05], [-8.54, 0.71, -2.68], [-11.02, 0.82, -2.75], [-12.09, 2.36, -4.40], [-10.62, 3.71, -5.90], [-8.16, 3.46, -5.68], [7.20, -0.29, -0.37], [6.73, -1.31, -1.08], [6.84, -2.64, -0.69], [7.49, -2.93, 0.49], [7.99, -1.88, 1.25], [7.82, -0.59, 0.77], [6.23, -1.04, -2.01], [6.43, -3.43, -1.31], [7.60, -3.95, 0.83], [8.51, -2.06, 2.18], [8.20, 0.26, 1.34], [4.42, 2.30, 1.39], [5.52, 2.76, 0.79], [5.80, 4.11, 0.61], [4.88, 5.03, 1.08], [3.73, 4.58, 1.71], [3.55, 3.21, 1.83], [6.21, 2.00, 0.43], [6.71, 4.42, 0.12], [5.06, 6.09, 0.97], [2.99, 5.26, 2.09], [2.67, 2.81, 2.32], [5.21, -1.73, 10.07], [5.37, -3.05, 10.16], [6.01, -3.68, 11.22], [6.51, -2.89, 12.25], [6.36, -1.52, 12.17], [5.70, -0.99, 11.07], [4.97, -3.63, 9.34], [6.11, -4.75, 11.24], [7.02, -3.34, 13.09], [6.73, -0.87, 12.95], [5.55, 0.08, 10.97]], "gap_ha": 0.2455, "homo_ev": -9.98, "total_energy_ha": -5703.4394, "multiplicity": 1, "total_charge": 1}


3.
{"formula": "C51H59CoN5O4Si", "method": "wB97M-V/def2-TZVPD", "symbols": ["Co", "C", "C", "C", "C", "C", "C", "C", "C", "C", "C", "C", "C", "N", "C", "O", "C", "C", "C", "C", "C", "N", "C", "O", "N", "C", "C", "C", "C", "C", "C", "C", "C", "C", "C", "C", "C", "H", "H", "H", "H", "H", "H", "H", "H", "H", "H", "H", "H", "H", "H", "H", "H", "H", "H", "H", "H", "H", "H", "H", "H", "H", "H", "H", "H", "H", "H", "H", "H", "H", "H", "H", "H", "H", "N", "N", "H", "H", "H", "H", "C", "C", "C", "C", "C", "C", "Si", "C", "C", "C", "C", "C", "C", "C", "C", "C", "C", "C", "C", "H", "H", "H", "H", "H", "H", "H", "H", "H", "H", "H", "H", "H", "H", "H", "C", "C", "O", "O", "H", "H", "H"], "positions_angstrom": [[0.45, 0.59, 0.70], [2.48, 1.73, 3.85], [2.37, 0.36, 4.53], [0.92, 0.02, 4.89], [3.07, -0.70, 3.70], [4.36, -1.03, 4.13], [5.13, -1.99, 3.50], [4.59, -2.65, 2.41], [3.32, -2.35, 1.93], [2.84, -3.12, 0.71], [2.49, -4.57, 1.08], [3.86, -3.11, -0.44], [2.53, -1.34, 2.56], [1.31, -1.00, 1.95], [0.33, -1.92, 2.01], [0.21, -2.83, 2.83], [-0.67, -1.86, 0.88], [-1.75, -2.71, 0.90], [-2.58, -2.76, -0.21], [-2.23, -2.03, -1.33], [-1.12, -1.20, -1.30], [-0.38, -1.08, -0.18], [-0.68, -0.59, -2.63], [-1.06, -1.24, -3.64], [0.06, 0.49, -2.59], [0.49, 1.04, -3.81], [1.70, 0.60, -4.42], [2.20, 1.27, -5.53], [1.53, 2.34, -6.09], [0.31, 2.72, -5.56], [-0.23, 2.08, -4.44], [-1.65, 2.40, -4.00], [-2.04, 3.87, -4.14], [-2.63, 1.52, -4.80], [2.37, -0.68, -3.96], [1.95, -1.84, -4.87], [3.90, -0.56, -3.89], [2.01, 2.51, 4.46], [1.97, 1.71, 2.89], [3.53, 2.01, 3.68], [2.94, 0.42, 5.47], [0.25, 0.23, 4.05], [0.60, 0.63, 5.74], [0.82, -1.04, 5.15], [4.76, -0.53, 5.00], [6.12, -2.23, 3.86], [5.18, -3.42, 1.91], [1.94, -2.64, 0.33], [3.37, -5.09, 1.47], [2.12, -5.11, 0.20], [1.71, -4.57, 1.84], [4.78, -3.64, -0.17], [4.13, -2.09, -0.72], [3.43, -3.60, -1.32], [-1.92, -3.31, 1.78], [-3.46, -3.39, -0.21], [-2.78, -2.10, -2.26], [3.12, 0.92, -5.99], [1.94, 2.86, -6.95], [-0.25, 3.52, -6.03], [-1.72, 2.12, -2.96], [-2.09, 4.17, -5.19], [-1.33, 4.52, -3.63], [-3.02, 4.02, -3.69], [-2.56, 1.76, -5.87], [-3.66, 1.69, -4.46], [-2.39, 0.46, -4.67], [1.99, -0.90, -2.97], [2.29, -1.65, -5.90], [0.86, -1.92, -4.87], [2.38, -2.79, -4.53], [4.34, -0.55, -4.89], [4.33, -1.41, -3.35], [4.20, 0.36, -3.38], [3.87, 0.59, 0.25], [2.58, 0.41, -0.33], [4.54, -0.04, -0.18], [3.81, 0.34, 1.22], [2.44, -0.53, -0.65], [2.49, 1.04, -1.12], [-4.22, 4.26, -0.50], [-3.25, 5.22, -0.21], [-1.93, 4.83, -0.02], [-1.54, 3.49, -0.10], [-2.53, 2.55, -0.39], [-3.85, 2.93, -0.59], [0.25, 2.91, 0.35], [1.44, 3.80, -0.87], [1.00, 4.68, -1.86], [1.89, 5.29, -2.74], [3.25, 5.03, -2.65], [3.72, 4.18, -1.65], [2.82, 3.57, -0.78], [0.44, 4.06, 1.90], [1.44, 5.02, 2.06], [1.51, 5.82, 3.20], [0.58, 5.67, 4.22], [-0.43, 4.72, 4.08], [-0.49, 3.93, 2.94], [-5.25, 4.56, -0.64], [-3.53, 6.27, -0.12], [-1.18, 5.59, 0.22], [-2.27, 1.50, -0.42], [-4.60, 2.17, -0.80], [-0.06, 4.90, -1.94], [1.52, 5.95, -3.52], [3.95, 5.49, -3.34], [4.78, 3.97, -1.56], [3.21, 2.90, -0.01], [2.18, 5.15, 1.28], [2.31, 6.55, 3.30], [0.63, 6.29, 5.11], [-1.17, 4.60, 4.87], [-1.28, 3.18, 2.85], [-2.64, -0.04, 3.80], [-2.37, 0.30, 2.33], [-3.30, 0.20, 1.52], [-1.16, 0.64, 2.09], [-3.68, -0.30, 3.94], [-2.37, 0.81, 4.44], [-2.00, -0.89, 4.08]], "gap_ha": [0.2390, 0.2588], "homo_ev": [-2.22, -2.76], "total_energy_ha": -4225.9905, "multiplicity": 4, "s_squared": 3.759, "total_charge": -2}


4.
{"formula": "C51H60ClN6O2S2SiV", "method": "wB97M-V/def2-TZVPD", "symbols": ["V", "C", "C", "N", "N", "C", "S", "S", "C", "C", "C", "C", "C", "C", "C", "C", "C", "C", "C", "C", "C", "O", "H", "H", "H", "H", "H", "H", "H", "H", "H", "H", "H", "H", "H", "H", "C", "Si", "C", "N", "C", "C", "C", "C", "C", "C", "C", "C", "C", "C", "C", "C", "C", "C", "C", "C", "C", "H", "H", "H", "H", "H", "H", "H", "H", "H", "H", "H", "H", "H", "H", "H", "H", "H", "H", "H", "H", "H", "H", "H", "H", "C", "C", "C", "C", "C", "O", "C", "C", "C", "C", "C", "C", "Cl", "C", "C", "C", "N", "C", "N", "C", "N", "H", "H", "H", "H", "H", "H", "H", "H", "H", "H", "H", "H", "H", "H", "H", "H", "H", "H", "H", "H", "H", "H"], "positions_angstrom": [[0.39, -1.11, -0.23], [0.80, -4.90, -2.47], [0.60, -3.43, -2.21], [0.64, -3.01, -0.98], [0.86, -4.05, -0.04], [0.33, -3.79, 1.09], [-0.56, -2.32, 1.50], [0.44, -4.95, 2.39], [1.26, -6.30, 1.54], [0.46, -7.04, 0.49], [1.13, -7.97, -0.29], [0.48, -8.67, -1.30], [-0.87, -8.44, -1.53], [-1.55, -7.52, -0.75], [-0.89, -6.82, 0.25], [0.34, -2.50, -3.33], [0.32, -2.95, -4.66], [0.03, -2.09, -5.70], [-0.27, -0.76, -5.45], [-0.24, -0.28, -4.15], [0.08, -1.15, -3.13], [0.16, -0.65, -1.85], [0.12, -5.48, -1.86], [1.80, -5.19, -2.16], [0.66, -5.16, -3.51], [1.57, -6.98, 2.34], [2.17, -5.90, 1.09], [2.19, -8.16, -0.12], [1.02, -9.39, -1.89], [-1.39, -8.99, -2.31], [-2.61, -7.34, -0.92], [-1.44, -6.10, 0.85], [0.55, -3.98, -4.89], [0.02, -2.47, -6.71], [-0.52, -0.10, -6.26], [-0.45, 0.76, -3.93], [2.32, -0.98, 0.37], [3.58, -0.02, -0.61], [3.21, 1.81, -0.49], [1.81, 2.18, -0.69], [1.43, 3.42, 0.00], [2.01, 4.68, -0.64], [1.60, 4.76, -2.11], [1.98, 3.47, -2.84], [1.42, 2.25, -2.09], [5.26, -0.28, 0.17], [5.82, -1.56, 0.18], [7.07, -1.80, 0.74], [7.79, -0.75, 1.30], [7.26, 0.52, 1.30], [6.00, 0.76, 0.74], [3.65, -0.71, -2.34], [3.49, -2.09, -2.55], [3.63, -2.65, -3.81], [3.95, -1.85, -4.89], [4.13, -0.49, -4.71], [3.99, 0.07, -3.45], [2.28, -0.52, 1.36], [2.66, -2.02, 0.51], [3.93, 2.41, -1.08], [3.46, 2.05, 0.56], [1.72, 3.33, 1.05], [0.33, 3.48, -0.03], [3.10, 4.65, -0.56], [1.68, 5.56, -0.09], [2.06, 5.62, -2.59], [0.52, 4.90, -2.17], [3.07, 3.40, -2.92], [1.59, 3.48, -3.86], [1.71, 1.33, -2.59], [0.33, 2.30, -2.12], [5.29, -2.39, -0.26], [7.48, -2.80, 0.74], [8.76, -0.94, 1.74], [7.82, 1.34, 1.73], [5.62, 1.77, 0.75], [3.24, -2.73, -1.71], [3.51, -3.72, -3.94], [4.07, -2.29, -5.87], [4.39, 0.14, -5.56], [4.15, 1.14, -3.33], [-5.89, 1.18, 2.70], [-4.39, 1.50, 2.61], [-3.65, 0.17, 2.40], [-3.94, 2.04, 3.97], [-4.13, 2.50, 1.42], [-4.16, 1.77, 0.18], [-5.16, 3.67, 1.25], [-4.91, 5.07, 1.83], [-4.98, 5.20, 3.33], [-3.88, 5.60, 4.07], [-3.93, 5.66, 5.46], [-5.11, 5.34, 6.10], [-5.19, 5.40, 7.83], [-6.24, 4.97, 5.38], [-6.17, 4.91, 4.00], [-2.75, 3.14, 1.42], [-1.64, 2.19, 1.35], [-1.35, 1.31, 0.40], [-0.29, 0.61, 0.77], [0.03, 1.12, 1.99], [-0.76, 2.08, 2.37], [-6.03, 0.32, 3.36], [-6.34, 0.92, 1.74], [-6.46, 2.01, 3.12], [-4.00, -0.55, 3.14], [-2.57, 0.26, 2.56], [-3.81, -0.27, 1.42], [-4.23, 1.33, 4.74], [-4.40, 2.99, 4.22], [-2.86, 2.16, 4.02], [-5.03, 1.36, 0.09], [-6.15, 3.33, 1.55], [-5.21, 3.80, 0.16], [-5.67, 5.71, 1.38], [-3.95, 5.48, 1.48], [-2.95, 5.85, 3.57], [-3.07, 5.96, 6.04], [-7.16, 4.74, 5.90], [-7.05, 4.63, 3.44], [-2.58, 3.71, 2.33], [-2.66, 3.81, 0.57], [-1.92, 1.21, -0.51], [0.86, 0.77, 2.58]], "gap_ha": [0.2508, 0.2668], "homo_ev": [-10.42, -10.42], "total_energy_ha": -4948.3732, "multiplicity": 2, "relative_energy_kcal_mol": 0.00, "s_squared": 0.766, "total_charge": 1}